Record 1
C21H33N2O15 | the ωB97M-V functional and the def2-TZVPD basis

Element x y z (Å)
C (-2.4768, 2.1115, -3.6698)
N (-2.3496, 3.5566, -3.3621)
C (-0.9417, 3.9731, -3.2282)
C (-0.6363, 4.1821, -1.7089)
N (-1.4978, 4.6343, -0.8433)
C (-0.8449, 4.6297, 0.4996)
C (0.2738, 3.5020, 0.4014)
C (0.7473, 3.8586, -1.0685)
H (-3.1540, 2.0269, -4.5602)
H (-1.5135, 1.6102, -3.9519)
H (-2.9730, 1.5198, -2.8629)
H (-2.6993, 4.0472, -4.1795)
H (-0.8326, 4.9618, -3.7418)
H (-0.2161, 3.2415, -3.6532)
H (-2.4499, 4.9360, -1.0446)
H (-1.5806, 4.1488, 1.1934)
H (-0.5610, 5.6098, 0.9378)
H (1.0604, 3.8645, 1.0997)
H (-0.0551, 2.4505, 0.4919)
H (1.3966, 4.7647, -1.0148)
H (1.2377, 3.0775, -1.6880)
C (1.7246, -1.1188, -0.9414)
C (2.9894, -0.5293, -1.4927)
O (2.6133, -0.1716, -2.8247)
C (1.2698, -0.0081, -2.8398)
O (0.6578, 0.4522, -3.7577)
O (0.7084, -0.4309, -1.6834)
H (1.6123, -0.9435, 0.1292)
H (1.6380, -2.1971, -1.1387)
H (3.3014, 0.3740, -0.9593)
H (3.8148, -1.2398, -1.4977)
C (-0.2321, -6.2864, -1.9772)
C (0.2048, -5.7507, -3.3105)
O (0.8829, -4.5452, -2.9546)
C (1.2958, -4.6758, -1.6742)
O (2.0359, -3.9105, -1.1270)
O (0.7660, -5.7736, -1.0919)
H (-0.2554, -7.3745, -1.9489)
H (-1.2078, -5.9022, -1.6701)
H (0.9077, -6.4141, -3.8201)
H (-0.6330, -5.5451, -3.9749)
C (-0.1489, 2.8905, 5.1972)
C (1.3369, 2.7388, 5.3626)
O (1.6649, 1.7615, 4.3723)
C (0.6979, 1.8044, 3.4249)
O (0.7568, 1.2337, 2.3797)
O (-0.3435, 2.5779, 3.8155)
H (-0.4951, 3.8983, 5.4209)
H (-0.7138, 2.1787, 5.8032)
H (1.8808, 3.6608, 5.1426)
H (1.6148, 2.3934, 6.3569)
C (-2.8109, -1.6196, -1.6231)
C (-4.2200, -1.5280, -1.1073)
O (-4.9557, -2.2817, -2.0674)
C (-4.0893, -3.1467, -2.6565)
O (-4.4100, -4.0302, -3.3810)
O (-2.8055, -2.8690, -2.3075)
H (-2.0696, -1.6125, -0.8248)
H (-2.5721, -0.8256, -2.3356)
H (-4.3384, -1.9937, -0.1254)
H (-4.5826, -0.5017, -1.0573)
C (2.2981, -1.4012, 3.9565)
C (3.5989, -2.0089, 4.4019)
O (3.3413, -2.3353, 5.7656)
C (1.9969, -2.4709, 5.9061)
O (1.4631, -2.8993, 6.8759)
O (1.3424, -2.0510, 4.7918)
H (2.0859, -1.5897, 2.9046)
H (2.2516, -0.3256, 4.1406)
H (3.8423, -2.9254, 3.8581)
H (4.4356, -1.3161, 4.3196)

Calculated values
Gap between HOMO and LUMO   0.327 hartree
Molar mass   553.494 u
LUMO energy   -3.67 eV
ΔE to the lowest compared entry with this formula, charge and spin   0.0 kJ/mol
Net charge   +1

=====

Record 2
C4H16NO2 | the ωB97M-V functional and the def2-TZVPD basis

Element x y z (Å)
C (0.6550, -1.7960, 1.5550)
C (0.5886, -0.8845, 0.1756)
C (0.1501, -1.7311, -1.0084)
C (0.5401, -1.0738, -2.3516)
N (-0.4490, 0.2773, 0.5132)
H (-0.3583, -1.5001, 2.0959)
H (1.4925, -1.5833, 2.1907)
H (0.3861, -2.8427, 1.2866)
H (1.6008, -0.3911, 0.0030)
H (0.9332, -2.5199, -1.0491)
H (-0.7460, -2.3071, -1.0383)
H (-0.0013, -1.4372, -3.1915)
H (0.3474, 0.0393, -2.3400)
H (1.6108, -1.2244, -2.4728)
H (-0.3976, 1.0065, -0.2172)
H (-1.3230, -0.2151, 0.4291)
H (-0.3722, 0.8158, 1.4724)
H (-1.0485, 4.7013, -1.5737)
H (-2.1444, 4.4428, -2.4491)
O (-1.9174, 4.2842, -1.5701)
H (0.3302, 2.0603, 3.1029)
H (0.3775, 0.5700, 3.3602)
O (-0.2547, 1.3089, 3.0773)

Calculated values
Gap between HOMO and LUMO   0.413 hartree
Molar mass   110.177 u
LUMO energy   -3.15 eV
ΔE to the lowest compared entry with this formula, charge and spin   191.2 kJ/mol
Net charge   +1

=====

Record 3
C2H3O3S | the ωB97M-V functional and the def2-TZVPD basis

Element x y z (Å)
O (-2.5520, -0.0212, 0.1641)
C (-1.3827, 0.4047, 0.1313)
C (-0.2815, -0.3543, 0.5171)
S (1.2671, -0.0784, -0.1579)
O (2.2817, -0.9765, 0.3230)
O (1.4654, 1.3433, -0.2273)
H (-1.3573, 1.5228, -0.0310)
H (-0.4828, -1.5513, 0.8742)
H (1.0421, -0.2891, -1.5935)

Calculated values
Gap between HOMO and LUMO   0.285 hartree
Molar mass   107.110 u
LUMO energy   3.84 eV
ΔE to the lowest compared entry with this formula, charge and spin   254.6 kJ/mol
Net charge   -1
SMILES   O=CC=[S@H](=O)[O-]